Molecular formula: C54H68BF11I2O39P
Method: DFT, ωB97M-V with the def2-TZVPD basis set

XYZ file:
```
176
Properties=species:S:1:pos:R:3:forces:R:3:lowdin_charge:R:1
C -2.821362 6.775296 2.842256 -0.4 -0.6 0.0 -0.07
C -2.397924 5.515288 1.992744 1.3 1.6 0.5 -0.28
O -3.250408 5.427489 0.826653 -0.7 -2.0 -0.1 -0.24
P -4.041237 3.972438 0.712149 -1.6 -1.7 0.7 0.62
O -4.463257 3.385160 2.018604 0.7 1.1 -0.7 -0.30
C -3.101969 2.686649 -0.266698 0.1 0.9 -1.5 -0.18
C -1.571555 3.020054 -0.451024 0.2 -0.9 0.1 -0.16
C -0.656943 2.577660 0.749000 0.5 1.1 1.4 -0.26
O -1.041173 1.436679 1.505997 -0.1 1.1 -1.0 -0.11
B 0.094095 0.454854 1.549376 -0.2 0.3 0.8 -0.99
C 0.994886 0.517993 2.954775 -0.2 0.8 0.2 -0.09
C 0.179131 0.157483 4.255824 2.0 0.1 0.5 -0.30
O -0.951242 1.005164 4.481072 0.4 -0.1 -0.3 -0.12
C -0.490382 -1.088983 1.557791 0.7 -0.4 -2.3 -0.56
I -2.630137 -1.027006 2.103873 0.5 -0.1 0.1 0.95
C -0.455064 -1.784090 0.122957 -1.8 -1.3 1.8 -0.73
C -1.174245 -3.205305 0.319146 0.9 -0.4 -0.5 -0.30
I 1.611191 -2.291718 -0.449161 -0.5 0.5 0.0 0.84
O 0.846865 0.876306 0.348411 0.7 -0.2 -1.2 -0.06
C 0.867400 2.297259 0.373347 0.2 -0.8 0.7 -0.25
C 1.543486 3.050349 -0.840250 0.3 0.5 0.5 -0.06
C 2.514616 4.113458 -0.199827 0.6 0.9 0.3 -0.15
C 1.910795 5.057796 0.761680 1.6 0.2 -0.1 -0.03
C 2.679879 6.064801 1.473268 0.8 -2.1 -1.8 -0.08
C 4.124756 6.112089 1.203565 -1.8 -0.8 -0.5 -0.10
C 4.703402 5.211779 0.238002 -1.1 -0.2 0.2 -0.05
C 3.936921 4.186285 -0.494648 -1.2 1.3 1.3 -0.19
C 4.640077 3.219600 -1.492106 0.0 -0.3 0.9 -0.06
O -5.440506 4.293016 -0.170294 2.3 1.1 0.9 -0.25
C -6.206230 5.343566 0.486769 -1.7 -0.6 -0.2 -0.29
C -7.719102 5.154096 0.018334 1.0 0.2 0.9 -0.08
H -2.430463 7.721822 2.385246 -0.2 -0.9 0.5 0.07
H -3.939892 6.871805 2.876911 1.0 -0.3 0.0 0.08
H -2.456222 6.645197 3.897323 -0.2 0.3 -1.0 0.08
H -2.320092 4.575703 2.589719 -0.6 0.7 -0.5 0.11
H -1.358785 5.737637 1.608905 -1.0 -0.4 0.3 0.10
H -3.558798 2.722094 -1.302573 0.4 0.1 1.0 0.09
H -3.286677 1.643953 0.102490 0.2 1.2 0.3 0.08
H -1.449426 4.128943 -0.578213 0.0 -1.0 -0.1 0.11
H -1.198365 2.509300 -1.381012 -0.5 0.4 0.7 0.12
H -0.711000 3.443635 1.474115 0.2 -0.5 -0.6 0.12
H 1.399723 1.568000 3.126459 -0.2 -0.9 -0.1 0.09
H 1.895362 -0.140970 2.797075 -0.8 0.4 0.5 0.10
H 0.888074 0.332326 5.129070 -0.6 -0.4 -0.7 0.10
H -0.077888 -0.938113 4.320022 -0.3 1.2 -0.3 0.10
H -0.757395 1.851615 4.039016 -0.2 -0.6 0.0 0.08
H 0.081775 -1.792091 2.224140 -1.0 0.7 -0.3 0.07
H -0.969377 -1.168910 -0.656474 0.9 -0.5 0.5 0.09
H -1.052036 -3.509125 1.397332 -0.2 0.3 -1.1 0.06
H -2.247532 -3.177885 0.038007 0.9 0.2 0.4 0.00
H -0.690977 -4.008982 -0.304720 -0.5 0.8 0.4 0.03
H 1.605220 2.494399 1.209184 -1.3 0.5 -0.4 0.13
H 2.083101 2.329341 -1.500197 -0.5 0.5 0.7 0.10
H 0.839500 3.631427 -1.487987 0.3 -0.7 0.5 0.11
H 0.812797 4.962959 0.963140 1.2 0.1 -0.2 0.09
H 2.156927 6.717185 2.208781 0.7 -0.5 -0.7 0.09
H 4.709338 6.864152 1.781355 -0.2 -0.9 -0.8 0.09
H 5.795873 5.284207 0.040286 -0.9 -0.1 0.2 0.10
H 5.007154 3.721667 -2.419592 -0.2 -0.3 0.8 0.08
H 3.990810 2.356481 -1.800687 0.5 1.0 0.3 0.06
H 5.500860 2.756989 -0.927042 -0.6 0.5 -0.8 0.08
H -5.822015 6.367065 0.256791 -0.1 -0.9 0.0 0.11
H -6.207245 5.152119 1.590226 0.3 0.4 -0.9 0.11
H -8.187546 6.171421 0.044867 0.1 -1.0 -0.1 0.07
H -8.193479 4.480550 0.784808 0.2 0.7 -1.0 0.08
H -7.785955 4.684932 -0.992420 0.1 0.5 0.8 0.07
C 4.196553 3.692805 5.029358 -0.9 -0.1 -0.1 -0.05
C 5.435475 3.463549 5.837338 0.2 -0.7 0.1 -0.32
O 6.465196 3.938783 4.990060 -0.5 0.7 0.0 0.11
C 5.887392 4.916862 4.226510 0.3 1.2 -1.2 -0.52
O 6.505272 5.725394 3.586682 -0.5 -1.0 0.8 0.15
O 4.527606 4.865285 4.285418 1.0 -0.1 0.2 0.07
F 5.635880 2.143815 6.061067 0.1 0.0 0.2 0.08
H 3.985834 2.872211 4.339304 0.2 -0.1 0.1 0.15
H 3.319233 3.860924 5.652355 0.0 0.2 -0.1 0.15
H 5.461528 4.006216 6.785699 0.1 -0.1 0.0 0.17
C -6.046010 -1.665203 -1.540333 -0.4 0.3 0.7 -0.04
C -6.137272 -2.186375 -2.940950 -0.1 0.5 -0.3 -0.32
O -4.801005 -2.546318 -3.234580 0.0 -0.3 0.5 0.13
C -4.236872 -2.882219 -2.037791 0.4 0.0 0.5 -0.53
O -3.215473 -3.483326 -1.933126 -0.3 0.0 -0.3 0.15
O -4.987667 -2.452624 -0.989381 0.3 -0.3 -0.8 0.07
F -6.525386 -1.213789 -3.799091 0.5 0.2 0.0 0.07
H -5.770131 -0.609098 -1.499716 0.0 0.0 -0.2 0.16
H -6.970263 -1.806191 -0.985757 0.2 -0.1 0.1 0.12
H -6.784656 -3.056778 -3.055294 0.0 0.1 -0.2 0.16
C -3.062633 -5.124325 -4.892752 0.6 0.1 0.6 -0.05
C -4.226404 -6.007534 -5.227837 -0.4 0.1 0.4 -0.31
O -4.807136 -5.361883 -6.346490 0.6 -0.2 -0.1 0.12
C -3.777131 -4.717127 -6.972658 0.3 0.5 -0.6 -0.54
O -3.835386 -4.294790 -8.084030 -0.2 -0.1 0.3 0.16
O -2.683184 -4.626268 -6.176216 -0.6 -0.3 -0.4 0.09
F -5.133394 -6.027248 -4.219031 -0.1 -0.2 0.0 0.08
H -3.338416 -4.289493 -4.247386 -0.2 -0.2 0.0 0.12
H -2.244946 -5.671640 -4.425946 0.1 0.1 -0.2 0.15
H -3.952952 -7.030939 -5.497017 -0.2 0.0 0.1 0.17
C 9.128499 3.678158 2.958118 -0.5 0.3 0.6 -0.05
C 9.006570 3.109610 1.576693 -0.4 0.3 -0.4 -0.31
O 10.331037 2.690713 1.291024 0.1 -0.4 0.6 0.14
C 10.886168 2.377369 2.494071 0.3 -0.1 0.2 -0.54
O 11.886420 1.739277 2.622210 -0.1 0.1 -0.1 0.14
O 10.160446 2.871645 3.527420 0.4 -0.3 -0.6 0.09
F 8.649641 4.064232 0.683124 0.0 0.0 -0.2 0.07
H 9.444493 4.723601 2.957816 0.0 0.0 -0.2 0.15
H 8.205532 3.592624 3.525214 0.2 -0.2 0.1 0.12
H 8.325911 2.257968 1.496364 0.1 0.1 -0.1 0.15
C -7.793833 -3.897025 -7.419332 0.7 -0.6 -0.4 -0.05
C -8.542516 -2.658312 -7.809877 -0.5 -0.1 -0.3 -0.31
O -9.202617 -2.297469 -6.610594 0.6 0.0 0.2 0.14
C -8.408839 -2.754396 -5.600371 0.1 -0.1 0.6 -0.51
O -8.503433 -2.405094 -4.467254 -0.6 -0.5 -0.5 0.14
O -7.492312 -3.651385 -6.048852 -0.5 0.5 0.1 0.08
F -9.474909 -2.926000 -8.755921 0.0 0.1 -0.1 0.08
H -8.403206 -4.800202 -7.499982 -0.2 0.2 -0.1 0.15
H -6.883567 -4.034828 -8.002422 0.1 0.0 0.3 0.14
H -7.907909 -1.833565 -8.142407 -0.1 0.0 -0.1 0.18
C 14.260495 1.334138 0.222082 -0.6 0.3 0.6 -0.06
C 14.141671 0.767081 -1.158981 0.0 0.4 -0.5 -0.32
O 15.463631 0.345817 -1.447820 -0.2 -0.3 0.6 0.14
C 16.022506 0.030910 -0.243153 0.7 -0.2 0.2 -0.55
O 17.018471 -0.604425 -0.113162 -0.2 0.2 0.0 0.17
O 15.290829 0.527485 0.792555 0.2 -0.3 -0.6 0.06
F 13.786157 1.722340 -2.053542 0.0 -0.1 -0.1 0.08
H 14.577050 2.379772 0.221229 0.0 -0.1 -0.2 0.15
H 13.334222 1.248620 0.789222 0.2 -0.1 0.1 0.11
H 13.461719 -0.082592 -1.237766 0.0 0.1 -0.2 0.16
C -11.462901 -2.040734 -3.907761 0.7 -0.1 0.3 -0.07
C -12.355047 -0.935166 -4.388264 -0.1 0.0 -0.6 -0.31
O -13.651676 -1.485699 -4.240901 0.3 0.0 0.6 0.14
C -13.564449 -2.369678 -3.204374 -0.5 -0.5 0.4 -0.54
O -14.501239 -2.817959 -2.626742 0.2 0.1 -0.2 0.17
O -12.270172 -2.667691 -2.910765 -0.5 0.3 -0.2 0.07
F -12.143175 -0.668371 -5.699954 -0.1 0.2 0.0 0.08
H -11.229320 -2.763012 -4.692266 -0.1 0.2 -0.1 0.14
H -10.531954 -1.671501 -3.484093 -0.1 -0.1 0.1 0.13
H -12.280782 -0.011696 -3.808863 0.0 0.0 -0.2 0.18
C -10.829544 -2.741926 1.539814 -0.8 0.0 0.0 -0.06
C -9.584794 -2.957618 2.350792 0.3 -0.6 0.0 -0.32
O -8.571529 -2.413423 1.527432 -0.5 0.4 0.1 0.14
C -9.173588 -1.431947 0.796512 0.2 0.6 -0.5 -0.54
O -8.588392 -0.588706 0.198410 -0.2 -0.3 0.0 0.18
O -10.529852 -1.535496 0.842901 0.5 -0.1 0.2 0.08
F -9.338614 -4.278320 2.528354 0.1 0.0 0.1 0.08
H -11.004638 -3.544125 0.819042 0.2 -0.1 0.1 0.15
H -11.717799 -2.627043 2.159563 0.0 0.2 -0.1 0.14
H -9.582736 -2.449845 3.318274 0.1 -0.2 0.0 0.18
C 6.196436 -2.707614 0.729010 0.2 -0.5 -0.5 -0.05
C 5.040448 -2.026910 1.397259 -0.6 -0.4 0.4 -0.35
O 5.674251 -1.101917 2.267612 0.6 0.2 -0.7 0.14
C 6.855328 -0.784490 1.671116 0.2 0.2 0.2 -0.53
O 7.528420 0.154111 1.970416 -0.1 -0.2 0.0 0.15
O 7.171954 -1.666073 0.684194 -0.2 0.4 0.4 0.07
F 4.324642 -2.899962 2.141202 0.0 0.1 0.0 0.06
H 6.585577 -3.545225 1.312560 -0.2 0.1 0.1 0.15
H 5.951103 -3.061187 -0.271478 0.2 0.2 0.0 0.14
H 4.375149 -1.492007 0.714183 -0.1 -0.1 0.2 0.12
C 13.216128 -2.159036 1.877341 0.6 0.3 0.4 -0.06
C 11.854066 -1.799601 1.359712 -0.1 0.1 -0.4 -0.31
O 11.293901 -3.056643 1.034965 0.2 0.1 0.6 0.14
C 11.875404 -3.953122 1.884797 -0.1 -0.9 0.2 -0.54
O 11.463693 -5.048132 2.085442 0.1 0.3 -0.1 0.18
O 12.983199 -3.429936 2.479186 -0.5 0.0 -0.3 0.08
F 11.939668 -1.055310 0.226254 -0.1 0.1 0.0 0.07
H 13.954552 -2.265014 1.078424 -0.2 0.1 -0.1 0.15
H 13.589086 -1.440878 2.606476 0.0 -0.2 0.1 0.15
H 11.216669 -1.290175 2.086009 0.0 0.1 -0.2 0.18
C -4.080375 -6.418749 0.749362 -0.6 0.6 -0.1 -0.06
C -3.390427 -7.665037 0.279407 0.5 0.2 -0.4 -0.32
O -2.289778 -7.769493 1.157655 -0.6 0.0 0.2 0.14
C -2.689213 -7.182407 2.326353 0.4 0.3 0.9 -0.54
O -2.132729 -7.317885 3.365141 -0.1 0.0 -0.3 0.18
O -3.810315 -6.430872 2.148976 0.4 -0.5 -0.2 0.08
F -2.924001 -7.521237 -0.987138 0.0 -0.2 -0.1 0.07
H -3.660110 -5.511855 0.305688 0.1 -0.2 -0.1 0.14
H -5.152802 -6.438122 0.557313 0.0 0.0 0.2 0.14
H -3.999823 -8.570359 0.345404 0.1 0.0 -0.2 0.17
```
Positions in Å, forces in eV/Å.

Output
Total charge: -1
Highest occupied orbital energy (eV): -5.34
Orbital gap (Ha): 0.2472